1.
{
  "formula": "C19H27N6O8",
  "method": "wB97M-V/def2-TZVPD",
  "charge": -1,
  "fmax_ev_per_a": 2.35,
  "e_tot_ha": -1670.78781,
  "gap_ev": 5.97,
  "species": ["O", "O", "O", "O", "O", "O", "O", "O", "N", "N", "N", "N", "N", "N", "C", "C", "C", "C", "C", "C", "C", "C", "C", "C", "C", "C", "C", "C", "C", "C", "C", "C", "C", "H", "H", "H", "H", "H", "H", "H", "H", "H", "H", "H", "H", "H", "H", "H", "H", "H", "H", "H", "H", "H", "H", "H", "H", "H", "H", "H"],
  "positions_angstrom": [[-2.469941, 6.428241, -1.694927], [0.538728, -6.076677, -2.922524], [2.292678, -4.737507, -3.174461], [-4.153649, 3.039810, -0.239605], [-1.552749, 3.837725, -2.568315], [-2.347609, 1.219076, -0.705693], [-1.299483, -4.268608, 3.444847], [1.507028, -2.227591, 1.669366], [-1.079527, -3.426441, 1.369932], [2.339645, -4.176626, 2.285542], [4.542725, 3.501508, 0.770526], [3.469266, 1.563908, 0.660026], [1.320671, 1.348282, -0.320941], [0.393812, 3.415900, -1.241464], [-3.355920, 5.475770, -2.308940], [2.412905, 3.454839, -0.291057], [-1.678445, -3.520996, 2.552022], [-0.882533, 2.881087, -1.731307], [-2.895602, -2.652015, 2.756250], [1.359755, 2.642987, -0.614998], [1.387788, -3.450959, 1.688709], [0.287014, -4.216238, -0.498984], [-1.810293, 2.550129, -0.554705], [3.453315, 2.832726, 0.342026], [1.465150, -5.082398, -0.963442], [2.396596, 0.842237, 0.303898], [0.830611, 4.739438, -1.307125], [2.361465, -5.623596, 2.493110], [0.162697, -4.131002, 1.033001], [1.427213, -5.313827, -2.479595], [2.081456, 4.804260, -0.742608], [-2.900586, 3.612646, -0.625742], [-2.890924, 4.030097, -2.093647], [4.350990, 4.453264, 1.047040], [2.703929, 5.690223, -0.654064], [-3.320233, -2.866454, 3.735226], [-4.365348, 5.590961, -1.899932], [0.395809, -3.211821, -0.911573], [-0.679413, 1.972905, -2.308648], [-3.407101, 5.670202, -3.385223], [-1.285618, 2.618649, 0.404333], [3.216132, -5.894291, 3.113234], [1.410490, -6.049699, -0.458525], [-3.555741, 3.364231, -2.653675], [2.448570, -6.140765, 1.536853], [-2.597243, -1.606980, 2.704488], [-4.085172, 2.079931, -0.422998], [3.103777, -3.634723, 2.656571], [2.400998, -0.216984, 0.540725], [-0.636451, -4.646571, -0.890355], [2.403778, -4.602735, -0.675412], [1.447636, -5.942891, 2.998323], [0.080268, -5.148793, 1.410484], [-2.647416, 4.462852, 0.016182], [-2.761851, 7.336269, -1.879500], [5.078990, 2.918170, 1.401853], [0.263797, 5.559929, -1.743304], [-1.615600, 0.571534, -0.648834], [-1.434248, -2.770825, 0.695829], [-3.626984, -2.871772, 1.981729]],
  "forces_ev_per_angstrom": [[-0.057, -0.258, 0.027], [-0.459, -0.089, 0.675], [0.266, 0.365, 0.478], [0.292, 0.289, -0.067], [0.411, -0.233, 0.801], [0.150, 0.506, -0.010], [0.313, -0.106, -0.057], [-0.320, -0.070, -0.252], [0.980, -0.066, -0.859], [0.421, -1.152, 0.376], [0.956, 1.023, 0.263], [-0.790, -1.737, -0.243], [-0.507, -1.283, 0.041], [-0.490, 0.042, -0.472], [0.266, 0.294, -0.402], [-0.558, 2.068, -0.972], [-0.401, -0.301, 1.229], [0.086, 0.384, 0.010], [0.036, -0.057, -0.066], [-0.460, -0.049, -0.176], [-0.517, 1.174, -0.245], [0.347, -0.157, 0.159], [0.746, -0.802, 0.271], [0.772, 0.085, 0.872], [-0.153, 0.304, 0.547], [-0.581, 0.948, -0.651], [1.056, -0.234, 0.474], [-0.261, 0.241, -0.252], [-0.083, -0.180, -0.047], [0.256, -0.263, -1.367], [-0.053, -0.340, 0.135], [-0.800, -1.273, -0.141], [0.124, 0.706, 0.092], [0.415, -0.058, 0.077], [-0.251, -0.204, -0.076], [0.061, 0.014, -0.103], [0.011, -0.245, 0.029], [0.001, 0.136, -0.012], [0.062, 0.130, 0.073], [0.016, -0.035, -0.003], [0.088, -0.114, -0.236], [-0.058, 0.151, -0.040], [-0.091, -0.121, -0.056], [-0.151, 0.096, 0.052], [0.013, -0.095, 0.091], [-0.133, 0.138, -0.057], [0.025, 0.571, 0.142], [-0.110, 0.079, -0.092], [-0.172, 0.088, 0.020], [-0.020, -0.039, 0.022], [0.041, 0.010, -0.118], [0.072, -0.062, 0.008], [-0.128, -0.013, 0.105], [-0.184, -0.194, -0.031], [-0.024, -0.662, -0.006], [0.046, 0.441, 0.023], [-0.102, -0.635, 0.078], [-0.357, 0.625, 0.043], [0.101, 0.052, -0.038], [-0.155, 0.167, -0.067]]
}

2.
{
  "formula": "C19H27NO3",
  "method": "wB97M-V/def2-TZVPD",
  "fmax_ev_per_a": 0.70,
  "e_tot_ha": -1020.66737,
  "gap_ev": 9.03,
  "e_above_lowest_kj_mol": 214.4,
  "species": ["O", "O", "O", "N", "C", "C", "C", "C", "C", "C", "C", "C", "C", "C", "C", "C", "C", "C", "C", "C", "C", "C", "C", "H", "H", "H", "H", "H", "H", "H", "H", "H", "H", "H", "H", "H", "H", "H", "H", "H", "H", "H", "H", "H", "H", "H", "H", "H", "H", "H"],
  "positions_angstrom": [[-0.246606, 1.494763, -1.972285], [-1.938936, 2.171315, 2.789220], [-0.822128, -0.115352, 4.158936], [1.736570, 0.475278, -1.630030], [-1.272168, 0.830255, 5.113649], [0.292966, -0.657824, 2.209420], [-0.549369, 0.232653, 2.872010], [1.309590, -4.389729, -3.378818], [0.662590, -0.480636, 0.892044], [1.676678, -1.905203, -3.522638], [-2.438416, 3.299919, 2.098294], [2.195485, 0.562493, -2.995364], [-0.682027, 1.500704, 0.832530], [2.275878, -3.269987, -3.752188], [-1.069377, 1.329667, 2.152391], [0.369519, -1.731631, -3.391053], [-0.636044, -2.841855, -3.432476], [-3.337636, 4.059684, 3.061576], [-0.049437, -4.124228, -4.013084], [-0.230414, 1.903269, 5.410242], [0.517474, 0.902579, -1.229919], [0.189197, 0.622650, 0.195328], [2.691706, -0.787915, -3.509399], [-1.500392, -2.520916, -4.019115], [-4.157222, 3.423946, 3.385778], [-2.771373, 4.369064, 3.936308], [-3.743054, 4.939080, 2.569809], [3.199507, -3.369793, -3.174813], [2.336369, 0.005604, -0.972009], [1.358660, 0.934334, -3.589216], [0.713356, 1.441452, 5.691858], [-1.608370, 3.939700, 1.768742], [3.544352, -1.100129, -2.895975], [1.708303, -5.350594, -3.711000], [0.074135, -4.013606, -5.092512], [1.290752, -1.218370, 0.415560], [-1.450367, 0.224292, 6.007039], [-0.052362, -0.752304, -3.228247], [-3.009255, 2.980920, 1.216470], [-0.994405, -3.024448, -2.413045], [-2.213538, 1.288300, 4.800227], [1.197025, -4.427791, -2.293038], [-1.060256, 2.321850, 0.245292], [2.549619, -3.359740, -4.809191], [-0.726426, -4.962003, -3.834857], [3.014764, 1.290129, -3.062358], [3.070564, -0.648010, -4.526952], [-0.066688, 2.526473, 4.535043], [0.647663, -1.506755, 2.772907], [-0.575582, 2.530681, 6.227402]],
  "forces_ev_per_angstrom": [[-0.229, 0.139, -0.109], [0.140, -0.316, 0.113], [-0.058, -0.135, -0.390], [0.240, -0.112, 0.048], [-0.102, 0.451, 0.528], [-0.125, 0.149, 0.178], [0.129, -0.097, -0.128], [0.058, -0.013, -0.301], [-0.042, 0.195, -0.109], [0.403, 0.029, -0.109], [-0.196, 0.351, -0.106], [0.094, -0.031, -0.282], [0.035, 0.014, -0.070], [-0.189, -0.146, 0.142], [0.027, -0.032, 0.078], [-0.186, -0.001, 0.086], [0.009, -0.170, -0.168], [0.277, -0.305, -0.196], [-0.062, -0.013, 0.284], [-0.179, -0.365, -0.195], [0.262, -0.026, 0.086], [-0.238, -0.063, 0.295], [-0.322, 0.195, 0.093], [-0.041, -0.003, 0.070], [-0.107, -0.024, 0.032], [0.031, 0.070, 0.081], [-0.055, 0.099, -0.028], [0.043, 0.046, -0.052], [-0.121, 0.083, 0.058], [0.119, 0.011, 0.043], [0.084, -0.010, 0.065], [-0.072, -0.123, -0.023], [0.072, -0.031, -0.064], [0.006, -0.021, 0.079], [-0.021, -0.029, -0.074], [0.064, -0.077, -0.058], [-0.007, 0.105, -0.117], [0.059, 0.278, 0.047], [0.130, 0.024, 0.050], [-0.098, -0.007, -0.025], [0.135, -0.160, 0.106], [0.018, -0.046, 0.069], [-0.072, 0.079, -0.021], [0.107, -0.026, -0.007], [-0.014, -0.003, -0.078], [-0.159, -0.043, -0.072], [0.129, -0.010, 0.031], [0.026, 0.104, -0.052], [0.025, -0.082, 0.079], [-0.028, 0.100, 0.092]]
}